ORCA calculation (the ωB97M-V functional and the def2-TZVPD basis) on a 4-piece molecular cluster, H8O4 overall.

Summary:
Energy above the lowest of the compared OMol25 structures with the same formula, charge and spin = 1.905 eV
Orbital gap = 10.04 eV
SMILES = O.O.O.O

```
12
H8O4 (the ωB97M-V functional and the def2-TZVPD basis)
O -2.36 0.69 0.96
O 0.88 -2.66 -1.04
H -2.39 0.60 1.83
H 1.28 2.78 -0.88
O 0.32 0.19 0.11
O 1.58 2.07 -0.10
H -0.62 0.28 0.18
H 1.13 1.22 -0.25
H 0.42 -0.70 -0.26
H 0.71 -3.08 -0.18
H -2.80 1.55 0.77
H 1.85 -2.95 -1.15
```



ORCA calculation (the ωB97M-V functional and the def2-TZVPD basis) on a 4-piece molecular cluster, H8O4 overall.

Summary:
Energy above the lowest of the compared OMol25 structures with the same formula, charge and spin = 1.169 eV
Orbital gap = 11.96 eV
SMILES = O.O.O.O

```
12
H8O4 (the ωB97M-V functional and the def2-TZVPD basis)
O -1.45 2.93 0.06
O 4.94 -0.56 0.08
H 4.50 -0.68 0.93
H -1.14 3.81 0.28
O 0.40 -0.62 -0.03
H -3.04 -2.20 0.76
H 4.47 -1.17 -0.50
H -0.29 -0.31 -0.63
H 1.22 -0.44 -0.50
H -2.40 3.02 0.01
H -3.46 -1.58 -0.56
O -3.75 -2.20 0.11
```